Entry 1:
C48H72O36 | ωB97M-V with the def2-TZVPD basis set

```
156
C48H72O36, DFT ωB97M-V with the def2-TZVPD basis set
C 0.075 -11.529 -3.013
C 1.105 -10.656 -2.205
C 1.710 -9.548 -3.000
O 1.679 -8.463 -2.103
C 0.873 -8.701 -1.086
O 0.420 -7.880 -0.350
O 0.387 -9.965 -1.153
H -0.547 -12.118 -2.339
H 0.534 -12.239 -3.701
H -0.512 -10.789 -3.557
H 1.861 -11.252 -1.694
H 1.088 -9.225 -3.834
H 2.677 -9.840 -3.409
C -2.975 -2.397 8.184
C -2.497 -2.210 9.699
C -1.038 -2.747 9.834
O -0.304 -1.672 10.291
C -1.064 -0.563 10.281
O -0.696 0.562 10.562
O -2.302 -0.848 9.899
H -2.954 -3.447 7.891
H -2.511 -1.692 7.493
H -4.043 -2.196 8.271
H -3.153 -2.708 10.413
H -0.571 -3.110 8.918
H -1.003 -3.505 10.616
C -3.098 5.197 8.487
C -2.879 4.333 7.238
C -4.005 3.297 6.921
O -4.031 3.288 5.498
C -3.595 4.517 5.092
O -3.836 4.993 3.966
O -2.967 5.169 6.104
H -2.738 4.617 9.337
H -4.122 5.409 8.796
H -2.521 6.121 8.522
H -1.906 3.842 7.226
H -4.932 3.555 7.433
H -3.577 2.380 7.326
C 5.491 1.956 7.862
C 3.924 2.073 7.901
C 3.212 2.924 6.774
O 2.389 1.981 6.150
C 2.341 0.766 6.695
O 1.744 -0.216 6.255
O 3.384 0.741 7.631
H 6.002 2.882 8.128
H 5.915 1.430 7.007
H 5.725 1.255 8.663
H 3.667 2.237 8.948
H 3.943 3.249 6.034
H 2.552 3.721 7.118
C -3.939 -6.075 -2.022
C -5.109 -7.087 -1.997
C -5.436 -7.921 -3.224
O -5.714 -9.249 -2.703
C -5.475 -9.217 -1.390
O -5.726 -10.100 -0.567
O -4.912 -8.034 -1.035
H -4.105 -5.348 -2.817
H -2.978 -6.560 -2.190
H -3.744 -5.528 -1.100
H -6.002 -6.573 -1.639
H -4.630 -7.898 -3.958
H -6.330 -7.436 -3.614
C 7.471 5.839 -2.643
C 6.067 5.503 -2.078
C 5.681 4.052 -2.065
O 5.492 3.696 -0.702
C 5.852 4.666 0.043
O 5.748 4.803 1.256
O 6.273 5.668 -0.683
H 7.529 5.388 -3.633
H 8.302 5.415 -2.080
H 7.624 6.911 -2.766
H 5.302 6.153 -2.504
H 6.444 3.360 -2.423
H 4.775 3.883 -2.648
C 0.567 8.818 2.119
C 1.437 7.895 1.217
C 1.029 6.450 1.078
O 0.929 6.261 -0.299
C 1.318 7.450 -1.001
O 1.269 7.652 -2.226
O 1.496 8.387 -0.087
H -0.476 8.863 1.805
H 1.031 9.804 2.130
H 0.676 8.427 3.130
H 2.440 7.824 1.637
H 0.093 6.230 1.592
H 1.774 5.736 1.429
C -0.651 5.896 -7.670
C 0.098 4.558 -7.706
C -0.487 3.356 -7.042
O -0.281 2.319 -7.968
C 0.054 2.794 -9.163
O -0.113 2.144 -10.229
O 0.247 4.209 -9.064
H -1.037 6.141 -6.681
H -1.517 5.823 -8.328
H -0.041 6.711 -8.059
H 1.113 4.595 -7.310
H -1.573 3.401 -6.968
H -0.090 3.003 -6.090
C -9.511 2.157 2.072
C -8.135 1.726 2.744
C -8.346 1.072 4.075
O -7.417 0.000 3.986
C -7.161 -0.246 2.666
O -6.450 -1.118 2.202
O -7.534 0.791 1.944
H -10.238 2.475 2.819
H -9.936 1.468 1.342
H -9.225 3.045 1.509
H -7.395 2.517 2.620
H -9.328 0.626 4.232
H -7.941 1.567 4.958
C -1.208 0.350 1.593
C 0.043 -0.228 0.859
C -0.230 -1.573 0.243
O 0.431 -1.632 -0.993
C 0.767 -0.372 -1.277
O 1.349 0.013 -2.263
O 0.241 0.443 -0.369
H -1.112 1.400 1.868
H -1.353 -0.303 2.454
H -2.054 0.277 0.909
H 0.914 -0.118 1.506
H -1.255 -1.884 0.041
H 0.091 -2.460 0.787
C 7.405 -1.919 -7.245
C 6.784 -0.601 -6.666
C 7.834 0.463 -6.136
O 7.318 1.675 -6.775
C 6.450 1.389 -7.687
O 5.945 2.181 -8.470
O 6.085 0.200 -7.645
H 7.912 -1.650 -8.172
H 6.685 -2.666 -7.577
H 8.013 -2.412 -6.487
H 6.073 -0.683 -5.844
H 8.831 0.327 -6.557
H 7.746 0.427 -5.051
C 1.302 -3.258 -7.251
C 0.275 -4.101 -6.460
C -1.186 -3.534 -6.525
O -1.857 -4.703 -6.993
C -1.033 -5.764 -7.045
O -1.515 -6.890 -7.317
O 0.222 -5.347 -7.082
H 0.857 -3.116 -8.236
H 2.274 -3.706 -7.460
H 1.592 -2.299 -6.822
H 0.602 -4.225 -5.428
H -1.214 -2.636 -7.143
H -1.492 -3.181 -5.540
```

Values from the calculation:
E = -4580.79900 Eh
lowest unoccupied orbital energy = 0.0 eV
net charge = 0
highest occupied orbital energy = -10.42 eV
2S+1 = 1
SMILES = C[C@H]1COC(=O)O1.C[C@H]1COC(=O)O1.C[C@H]1COC(=O)O1.C[C@H]1COC(=O)O1.C[C@H]1COC(=O)O1.C[C@H]1COC(=O)O1.C[C@H]1COC(=O)O1.C[C@H]1COC(=O)O1.C[C@H]1COC(=O)O1.C[C@H]1COC(=O)O1.C[C@H]1COC(=O)O1.C[C@H]1COC(=O)O1

Löwdin population analysis, charges in e, atoms 1 to 2:
1. C -0.0004
2. C -0.2967

Entry 2:
C5H12N2O2 | ωB97M-V with the def2-TZVPD basis set

```
21
C5H12N2O2, DFT ωB97M-V with the def2-TZVPD basis set
C -0.434 0.805 -0.793
N -1.647 0.135 -1.186
N -0.586 1.976 0.020
C -0.591 -0.730 1.573
C -1.377 -1.827 1.566
H -0.049 1.197 -1.744
H -1.548 2.082 0.334
H -2.176 -0.123 -0.355
H -1.473 -0.678 -1.767
H -0.261 2.903 0.269
H -0.655 -0.021 2.388
H -1.278 -2.577 0.792
H -2.079 -2.023 2.359
C 2.349 0.629 -0.859
C 1.153 -0.255 -0.747
O 0.800 -0.883 1.225
O 0.998 -1.347 -1.215
H 0.923 -1.779 0.855
H 2.469 0.927 -1.899
H 3.242 0.072 -0.571
H 2.218 1.517 -0.245
```

Values from the calculation:
E = -457.53674 Eh
lowest unoccupied orbital energy = 0.8 eV
net charge = 0
highest occupied orbital energy = -7.17 eV
2S+1 = 1

Löwdin population analysis, charges in e, atoms 1 to 2:
1. C -0.3956
2. N 0.0488

Entry 3:
C20H26N2O5S | ωB97M-V with the def2-TZVPD basis set

```
54
C20H26N2O5S, DFT ωB97M-V with the def2-TZVPD basis set
C 4.362 -1.222 4.379
C 3.830 -1.675 3.258
C 3.828 -0.907 1.965
N 2.515 -0.538 1.466
C 1.654 0.100 2.451
C 0.702 1.030 1.774
C 0.675 2.397 1.738
O -0.359 2.765 0.941
C -0.916 1.620 0.512
N -0.320 0.563 0.993
C -2.023 1.590 -0.418
C -2.307 0.377 -1.046
C -3.343 0.279 -1.962
C -4.098 1.420 -2.242
C -3.826 2.623 -1.623
C -2.788 2.734 -0.702
O -2.464 3.879 -0.040
C -3.217 5.039 -0.291
H -4.270 4.903 -0.024
H -3.145 5.348 -1.339
H -2.783 5.812 0.341
H -4.434 3.479 -1.868
H -4.900 1.344 -2.958
O -3.696 -0.851 -2.623
C -2.986 -2.040 -2.345
H -1.918 -1.945 -2.560
H -3.122 -2.340 -1.301
H -3.422 -2.796 -2.997
H -1.678 -0.464 -0.808
C 1.504 3.452 2.369
H 2.253 3.000 3.011
H 2.002 4.047 1.604
H 0.878 4.120 2.959
H 1.083 -0.633 3.043
H 2.287 0.669 3.133
C 1.826 -1.445 0.579
C 2.389 -1.432 -0.837
H 2.198 -0.503 -1.360
H 3.440 -1.700 -0.892
S 1.430 -2.768 -1.613
O 2.285 -3.620 -2.395
O 0.267 -2.230 -2.270
C 0.917 -3.618 -0.074
C 1.753 -2.934 0.985
H 1.306 -3.040 1.974
H 2.755 -3.369 1.000
H 1.113 -4.679 -0.182
H -0.146 -3.433 0.048
H 0.797 -1.073 0.512
H 4.329 -1.493 1.190
H 4.399 0.019 2.103
H 3.346 -2.641 3.243
H 4.343 -1.791 5.293
H 4.852 -0.263 4.426
```

Values from the calculation:
E = -1661.53983 Eh
lowest unoccupied orbital energy = 0.6 eV
net charge = 0
highest occupied orbital energy = -7.65 eV
2S+1 = 1
SMILES = C=CCN(Cc1nc(-c2cc(OC)ccc2OC)oc1C)[C@@H]1CCS(=O)(=O)C1

Löwdin population analysis, charges in e, atoms 1 to 2:
1. C 0.0096
2. C -0.1724

Entry 4:
C27H72O9 | ωB97M-V with the def2-TZVPD basis set

```
108
C27H72O9, DFT ωB97M-V with the def2-TZVPD basis set
C 13.337 8.167 6.912
C 13.572 9.607 7.092
C 12.404 10.430 6.778
O 13.876 9.921 8.474
H 14.293 7.674 7.092
H 12.999 7.972 5.879
H 12.511 7.956 7.566
H 14.454 10.014 6.495
H 12.677 11.473 7.020
H 11.534 10.211 7.412
H 12.147 10.219 5.739
H 14.457 9.207 8.908
C 12.710 6.938 11.672
C 11.411 7.741 11.588
C 10.618 7.345 10.429
O 10.656 7.425 12.785
H 13.239 6.856 10.712
H 12.609 5.921 12.013
H 13.439 7.409 12.296
H 11.693 8.818 11.680
H 10.254 6.344 10.453
H 11.101 7.511 9.458
H 9.741 8.033 10.259
H 10.438 8.296 13.184
C 6.949 16.886 9.847
C 5.852 16.160 9.085
C 5.469 16.879 7.769
O 6.113 14.759 8.808
H 6.619 17.888 10.187
H 7.829 17.058 9.227
H 7.231 16.399 10.733
H 4.991 16.244 9.735
H 5.207 17.922 7.899
H 4.605 16.396 7.338
H 6.342 16.770 7.044
H 7.034 14.532 8.967
C 16.196 14.803 13.232
C 15.254 15.947 12.881
C 15.301 17.066 13.920
O 15.558 16.498 11.582
H 16.032 14.463 14.265
H 17.226 15.263 13.187
H 16.165 13.917 12.612
H 14.236 15.624 12.927
H 14.705 17.829 13.497
H 16.277 17.388 14.148
H 14.850 16.774 14.845
H 15.341 15.699 11.028
C 7.466 11.486 7.047
C 8.454 12.660 7.299
C 8.352 13.763 6.323
O 8.430 13.224 8.607
H 6.550 11.631 7.607
H 7.810 10.513 7.382
H 7.268 11.468 5.921
H 9.446 12.280 7.171
H 9.234 14.365 6.311
H 7.543 14.492 6.623
H 8.169 13.373 5.334
H 8.597 12.478 9.147
C 14.659 11.992 13.862
C 14.336 10.505 13.637
C 13.403 9.942 14.698
O 13.754 10.373 12.364
H 14.652 12.468 12.900
H 15.487 12.300 14.435
H 13.865 12.546 14.384
H 15.247 9.882 13.637
H 13.851 10.082 15.702
H 13.329 8.843 14.580
H 12.401 10.388 14.704
H 13.462 11.223 12.049
C 15.687 14.752 7.711
C 15.728 13.234 7.623
C 17.082 12.801 8.163
O 14.679 12.803 8.421
H 14.755 15.215 7.247
H 16.582 15.294 7.366
H 15.577 14.948 8.794
H 15.566 12.834 6.612
H 17.436 11.745 8.179
H 17.163 13.225 9.185
H 17.871 13.286 7.506
H 14.626 11.855 8.427
C 8.167 12.668 11.996
C 8.564 11.241 11.839
C 7.706 10.337 12.749
O 8.399 10.818 10.481
H 8.644 13.343 11.324
H 8.383 13.075 12.980
H 7.129 12.791 11.781
H 9.660 11.164 12.050
H 8.029 9.208 12.735
H 6.622 10.369 12.510
H 7.713 10.715 13.782
H 7.471 10.446 10.321
C 12.351 15.024 10.269
C 12.183 13.564 10.470
C 11.607 12.814 9.304
O 13.448 12.909 10.862
H 11.509 15.501 9.787
H 13.182 15.125 9.560
H 12.677 15.587 11.096
H 11.480 13.359 11.330
H 10.599 13.162 9.171
H 11.614 11.758 9.528
H 12.187 12.980 8.425
H 13.911 12.868 10.029
```

Values from the calculation:
E = -1748.98114 Eh
lowest unoccupied orbital energy = 0.5 eV
net charge = 0
highest occupied orbital energy = -9.76 eV
2S+1 = 1
SMILES = CC(C)O.CC(C)O.CC(C)O.CC(C)O.CC(C)O.CC(C)O.CC(C)O.CC(C)O.CC(C)O

Löwdin population analysis, charges in e, atoms 1 to 2:
1. C -0.0515
2. C -0.5431

Entry 5:
C4H3AlLi2O2 | ωB97M-V with the def2-TZVPD basis set

```
12
C4H3AlLi2O2, DFT ωB97M-V with the def2-TZVPD basis set
C 0.655 0.534 -0.488
O 1.846 0.302 -0.419
Li 3.337 1.508 -0.619
Al -0.925 -1.959 1.109
C -1.537 1.082 1.059
C -1.400 -0.191 0.679
C -0.422 -0.514 -0.493
O 0.106 -1.796 -0.311
Li 1.914 -1.918 -0.452
H -0.317 1.598 0.770
H -0.970 -0.393 -1.447
H -2.288 1.747 0.613
```

Values from the calculation:
E = -560.90509 Eh
lowest unoccupied orbital energy (spin up / spin down) = -14.9 / -15.0 eV
net charge = +3
highest occupied orbital energy (spin up / spin down) = -21.28 / -22.32 eV
2S+1 = 2

Löwdin population analysis, charges in e, atoms 1 to 2:
1. C -0.0065
2. O -0.0071

Entry 6:
C29H39Br2F6N4O10S3 | ωB97M-V with the def2-TZVPD basis set

```
93
C29H39Br2F6N4O10S3, DFT ωB97M-V with the def2-TZVPD basis set
C 2.889 -0.745 4.021
C 2.405 0.454 3.051
O 1.156 0.609 2.887
O 3.343 1.301 2.348
C 3.703 0.534 1.139
C 4.041 1.484 -0.111
C 4.205 0.622 -1.486
C 2.918 0.787 -2.434
C 1.764 -0.336 -2.149
C 2.258 -1.655 -2.980
C 1.775 -3.041 -2.340
C 0.263 -3.473 -2.593
C -0.841 -2.332 -2.516
C -1.009 -1.454 -3.836
O -0.254 -1.650 -5.028
C -2.063 -0.333 -3.848
C -2.217 0.550 -5.183
S -0.784 1.694 -5.495
O 0.010 1.136 -6.662
O 0.132 1.791 -4.282
C -3.012 -0.045 -2.605
N -3.966 1.014 -2.811
C -4.757 1.100 -1.628
C -5.945 2.211 -1.663
C -7.206 1.449 -2.350
N -7.154 1.089 -3.630
C -4.653 0.243 -0.333
C -5.650 0.464 0.923
C -7.136 -0.096 0.669
C -7.903 -0.518 2.048
O -7.244 0.008 3.236
N -3.684 -0.786 -0.204
C -2.834 -0.943 -1.357
C -1.750 -2.106 -1.250
C -1.678 -2.982 0.075
Br 0.198 -3.224 0.789
C -2.497 -4.390 -0.001
C -1.948 -5.480 1.083
Br -2.706 -5.141 -1.820
H 2.329 -0.717 5.015
H 2.717 -1.750 3.474
H 4.017 -0.620 4.196
H 4.644 -0.074 1.424
H 2.795 -0.130 0.902
H 5.035 2.014 0.142
H 3.266 2.332 -0.216
H 4.491 -0.471 -1.292
H 5.118 1.096 -2.021
H 2.436 1.805 -2.182
H 3.224 0.841 -3.534
H 1.744 -0.545 -1.025
H 0.798 0.110 -2.563
H 2.089 -1.552 -4.110
H 3.413 -1.637 -2.854
H 2.106 -3.026 -1.234
H 2.438 -3.864 -2.824
H 0.046 -4.377 -1.902
H 0.208 -3.914 -3.665
H -0.640 -2.427 -5.496
H -3.183 1.168 -5.212
H -2.262 -0.173 -6.081
H -1.248 2.998 -5.760
H -6.186 2.626 -0.628
H -5.662 3.081 -2.369
H -8.169 1.183 -1.793
H -8.035 0.600 -3.888
H -5.126 -0.015 1.829
H -5.734 1.588 1.167
H -7.163 -0.969 -0.065
H -7.752 0.789 0.252
H -8.984 -0.098 2.062
H -8.027 -1.666 2.137
H -7.944 0.427 3.789
H -2.189 -2.415 0.946
H -3.566 -4.139 0.371
H -0.948 -5.937 0.785
H -2.793 -6.255 1.215
H -1.900 -4.918 2.093
C 6.914 5.513 6.653
F 6.964 6.038 7.896
F 5.824 6.047 6.054
F 7.984 6.005 5.985
S 6.878 3.686 6.655
O 5.668 3.349 7.384
O 8.115 3.300 7.311
N 6.826 3.496 5.081
S 6.789 1.974 4.638
O 5.561 1.250 4.924
O 8.009 1.213 4.843
C 6.734 2.269 2.836
F 7.812 2.958 2.394
F 5.655 2.996 2.466
F 6.690 1.126 2.117
```

Values from the calculation:
E = -9041.29015 Eh
lowest unoccupied orbital energy = 0.1 eV
net charge = -1
highest occupied orbital energy = -6.58 eV
2S+1 = 1

Löwdin population analysis, charges in e, atoms 1 to 2:
1. C 0.0019
2. C -0.3863

Entry 7:
C5H9N2O | ωB97M-V with the def2-TZVPD basis set

```
17
C5H9N2O, DFT ωB97M-V with the def2-TZVPD basis set
C -1.619 0.085 -0.099
C -3.820 -1.086 -0.389
C 0.656 -0.469 0.817
C 0.187 1.297 -1.015
C -0.138 -0.167 -0.416
N -2.451 -0.819 -0.422
N -4.440 -0.074 0.024
O -4.453 0.979 0.529
H -1.790 0.949 0.507
H -4.183 -1.911 -1.011
H 0.936 0.370 1.355
H -0.089 -1.166 1.386
H 1.543 -1.104 0.647
H 0.003 2.070 -0.206
H -0.313 1.539 -1.952
H 1.231 1.320 -1.267
H -0.124 -0.936 -1.269
```

Values from the calculation:
E = -380.19949 Eh
lowest unoccupied orbital energy (spin up / spin down) = -7.5 / -7.7 eV
net charge = +1
highest occupied orbital energy (spin up / spin down) = -15.08 / -15.01 eV
2S+1 = 1
SMILES = CC(C)/C=N/C=[N+]=O

Löwdin population analysis, charges in e, atoms 1 to 2:
1. C -0.0579
2. C -0.0398

Entry 8:
C5H8O2 | ωB97M-V with the def2-TZVPD basis set

```
15
C5H8O2, DFT ωB97M-V with the def2-TZVPD basis set
C -1.961 -0.443 -0.818
C -0.699 0.074 -0.201
O -0.729 1.384 0.227
C 1.380 0.401 1.418
C 1.991 0.020 0.243
C 0.426 -0.702 -0.370
O 0.610 -1.856 -0.705
H -2.790 -0.351 -0.105
H -2.235 0.108 -1.730
H -1.830 -1.495 -1.081
H -1.256 1.883 -0.414
H 1.008 1.410 1.544
H 1.231 -0.289 2.241
H 2.308 0.765 -0.481
H 2.547 -0.911 0.232
```

Values from the calculation:
E = -345.66622 Eh
lowest unoccupied orbital energy (spin up / spin down) = -0.2 / -0.2 eV
net charge = 0
highest occupied orbital energy (spin up / spin down) = -7.49 / -7.49 eV
2S+1 = 1

Löwdin population analysis, charges in e, atoms 1 to 2:
1. C -0.0289
2. C -0.3402

> What is the E in the eighth record?

-345.66622 Eh

> Which value of 2S+1 does entry 8 give?

1

> net charge of number 8 (C5H8O2)?

0